1.
ORCA calculation (ωB97M-V with the def2-TZVPD basis set) on a molecular structure, C27H45F2GaN2O3PSi.

```
! wB97M-V def2-TZVPD RIJCOSX def2/J DEFGRID3
* xyz -1 1
C -6.59840 3.51611 1.41639
C -5.34981 3.82974 0.61000
O -4.45428 4.55723 1.41243
C -3.50614 5.33761 0.70137
C -2.27486 4.54070 0.26896
O -1.12942 5.16191 0.77922
C 0.06945 4.45650 0.41095
Ga 0.18424 2.53065 1.10317
C -0.90379 2.37003 2.79423
C -1.39994 1.14198 3.25175
C -2.14430 1.03066 4.42213
C -2.43096 2.16356 5.17619
C -1.96222 3.39694 4.74267
C -1.20926 3.49191 3.57533
P 2.42930 2.14568 1.69304
C 3.50036 1.82812 0.18751
C 4.33144 0.53888 0.19846
C 2.57669 0.62908 2.74830
C 1.81417 -0.63950 2.34386
C -0.58010 1.28429 -0.38410
F -1.21004 2.04862 -1.39783
F -1.63926 0.50890 0.12438
C 0.37783 0.35271 -1.12040
C -0.29905 -0.80973 -1.87934
Si 0.72278 -2.37944 -2.06929
C 2.52869 -2.15628 -1.64437
C 0.62041 -2.98950 -3.84983
C -0.04626 -3.71969 -0.98265
C 0.48910 -4.11447 0.24549
C -0.12851 -5.07976 1.03035
C -1.30428 -5.67473 0.59906
C -1.85516 -5.30057 -0.62126
C -1.23018 -4.33769 -1.39922
H -6.33123 3.30250 2.44990
H -7.09866 2.63497 1.00940
H -7.31298 4.33977 1.39679
H -4.88980 2.89509 0.26325
H -5.61663 4.40170 -0.28876
H -3.99522 5.79626 -0.16467
H -3.18019 6.11655 1.38997
H -2.38610 3.51593 0.64822
H -2.21557 4.46213 -0.82614
H 0.88939 5.03535 0.84131
H 0.18560 4.49607 -0.68163
H -1.23076 0.23905 2.67594
H -2.50421 0.05835 4.73958
H -3.01372 2.08695 6.08588
H -2.18744 4.29757 5.30299
H -0.86359 4.47195 3.26641
H 4.20478 2.66148 0.14722
H 2.91268 1.88957 -0.73079
H 4.70343 0.31386 -0.80371
H 5.21010 0.66401 0.83519
H 3.77530 -0.31720 0.56698
H 2.21715 0.94499 3.72906
H 3.63693 0.39846 2.87550
H 0.75658 -0.53737 2.58144
H 2.18398 -1.51357 2.89340
H 1.91029 -0.85836 1.28309
H 0.87789 0.99019 -1.85476
H 1.15937 0.01392 -0.43992
H -1.23224 -1.07963 -1.38468
H -0.57467 -0.47217 -2.88221
H 3.07914 -3.04509 -1.95810
H 2.70242 -1.98183 -0.58413
H 2.92803 -1.30726 -2.20122
H 0.81175 -4.06256 -3.89357
H 1.38158 -2.47357 -4.43491
H -0.35933 -2.78183 -4.28444
H 1.40257 -3.65389 0.60616
H 0.31053 -5.35863 1.98008
H -1.80082 -6.41928 1.20747
H -2.77644 -5.75651 -0.96271
H -1.67619 -4.06106 -2.34849
C 4.27384 -4.55793 -5.16693
O 3.74023 -3.52780 -4.80788
N 3.61542 -5.75950 -5.16659
N 5.57523 -4.60282 -5.59740
H 4.03487 -6.62273 -5.45190
H 2.66298 -5.75499 -4.85242
H 6.08273 -3.73866 -5.60092
H 6.03273 -5.44285 -5.89328
*
```

Orbital gap ... 5.73 eV
DFT total energy ... -112831.468 eV
E_HOMO ... -3.796 eV
Largest force on an atom ... 0.76 eV/Å
LUMO energy ... 1.93 eV

2.
ORCA calculation (ωB97M-V with the def2-TZVPD basis set) on a molecular structure, C27H45GeNO7Si3Sn.

```
! wB97M-V def2-TZVPD RIJCOSX def2/J DEFGRID3
* xyz 1 2
Sn 0.46480 0.10124 -1.70089
O -4.05113 -0.13164 -3.00275
C -2.89376 -0.20236 -2.35979
O -1.82854 -0.31758 -2.91882
C -3.05809 -0.12176 -0.86598
C -4.27158 0.15967 -0.25037
C -4.29074 0.24415 1.13212
C -3.10866 0.06964 1.83668
C -1.95228 -0.20197 1.12057
N -1.93202 -0.31149 -0.19990
C -0.62802 -0.29548 1.80701
O -0.49085 0.08819 3.00314
O 0.39354 -0.70841 1.20389
H -3.86814 -0.16272 -3.95926
H -5.16226 0.31409 -0.84058
H -5.21276 0.46161 1.65317
H -3.07066 0.14459 2.91448
C -1.68631 3.23252 1.68663
C -1.05280 2.76715 0.38582
O -0.02093 2.09914 0.47424
C -1.70715 3.11936 -0.88746
C -2.89032 3.89292 -0.86158
C -3.55879 4.25850 -2.00068
C -3.04643 3.84593 -3.24219
C -1.89915 3.10275 -3.31186
C -1.17894 2.72651 -2.14881
O -0.08467 2.04512 -2.28556
H -1.14016 2.78035 2.51572
H -2.73596 2.94489 1.74901
H -1.63806 4.31885 1.77368
H -3.28554 4.21763 0.09074
H -4.45326 4.86138 -1.94569
H -3.56197 4.12205 -4.15364
H -1.48688 2.78424 -4.26038
C 0.23446 2.01920 5.22626
Si 1.72200 2.05331 4.11325
C 3.26731 1.83257 5.14445
C 1.82223 3.54716 3.01706
Ge 1.58372 -0.08451 2.88772
Si 3.56209 0.19104 1.09283
C 4.89018 0.26856 2.38723
C 3.67153 -1.32763 0.06295
C 3.31255 1.77764 0.19537
Si 1.68471 -2.40190 3.61046
C 3.16763 -2.59207 4.72528
C 1.85159 -3.51462 2.12600
C 0.09517 -2.67467 4.53388
H 0.00643 3.04234 5.53378
H 0.45572 1.43400 6.12025
H -0.64880 1.59876 4.75378
H 3.12554 2.37743 6.08117
H 4.15144 2.23744 4.65819
H 3.46862 0.79289 5.40721
H 1.17600 4.33188 3.41439
H 1.49536 3.33853 1.99935
H 2.84406 3.92795 2.99591
H 4.72697 -0.41868 3.21712
H 4.99510 1.27421 2.78574
H 5.83687 -0.01153 1.91604
H 3.90565 -2.20582 0.66126
H 4.49844 -1.15493 -0.63537
H 2.78740 -1.52610 -0.54307
H 3.28841 2.61918 0.88210
H 2.39618 1.80142 -0.39516
H 4.16244 1.90968 -0.48256
H 4.09690 -2.43023 4.17741
H 3.19973 -3.60912 5.12256
H 3.14571 -1.90836 5.57534
H 2.88496 -3.83889 2.00620
H 1.52456 -3.04317 1.20224
H 1.23946 -4.40659 2.27421
H -0.17952 -1.81693 5.14760
H 0.20993 -3.54133 5.18784
H -0.73078 -2.87250 3.84945
C 3.20286 -2.20274 -4.19585
C 1.91258 -1.40676 -4.28471
C 2.00757 -0.28142 -5.30244
O 1.60779 -0.89225 -3.00480
H 3.42680 -2.68757 -5.14702
H 3.12468 -2.97205 -3.42730
H 4.03504 -1.54194 -3.94333
H 1.10749 -2.08614 -4.59505
H 2.82046 0.39639 -5.03493
H 1.07968 0.29128 -5.32509
H 2.19548 -0.67104 -6.30392
*
```

Orbital gap (alpha / beta) ... 6.99 / 4.58 eV
DFT total energy ... -130529.834 eV
E_HOMO (alpha / beta) ... -9.907 / -9.906 eV
Relative energy (zero: lowest compared OMol25 entry of this formula, charge and spin) ... 147.3 kJ/mol
Largest force on an atom ... 0.84 eV/Å
LUMO energy (alpha / beta) ... -2.92 / -5.33 eV

3.
ORCA calculation (ωB97M-V with the def2-TZVPD basis set) on 4 unconnected molecules or ions with the total composition C27H45O19P5S2 at a distorted geometry.

```
! wB97M-V def2-TZVPD RIJCOSX def2/J DEFGRID3
* xyz 0 1
C -3.76275 3.94963 -4.02647
C -3.36206 2.69349 -4.79748
S -2.28855 3.06238 -6.20529
C -0.78012 2.03361 -6.04461
C -0.66797 1.21005 -4.78832
C -0.95972 -0.14610 -4.89449
C -0.89020 -0.95881 -3.77683
C -0.53449 -0.44940 -2.54597
C -0.24762 0.89119 -2.43810
C -0.29599 1.73666 -3.55061
C 0.06660 3.16799 -3.33928
O -0.45184 4.09569 -3.90760
C 1.13271 3.39805 -2.31296
C 2.04209 4.42060 -2.45018
C 3.01974 4.62309 -1.49323
C 4.02689 5.74611 -1.55226
P 4.97217 5.90180 -3.09985
O 6.37218 5.54249 -2.83892
O 4.92264 7.44842 -3.52589
O 4.31299 5.04115 -4.25200
C 3.08012 3.74627 -0.41888
C 2.17852 2.70117 -0.24579
P 2.45791 1.67170 1.25482
O 1.79611 0.23888 1.14475
O 1.88996 2.44717 2.53044
S 4.37169 1.46729 1.44480
C 1.17508 2.54961 -1.20767
C 0.11603 1.51887 -1.13564
O -0.46005 1.21105 -0.11454
H -4.50753 3.65875 -3.28392
H -4.17140 4.70106 -4.69468
H -2.92387 4.35651 -3.46992
H -2.94180 1.98065 -4.09190
H -4.26650 2.23952 -5.19706
H 0.08208 2.68983 -6.14000
H -0.78178 1.34685 -6.88510
H -1.25918 -0.55178 -5.84799
H -1.14186 -2.00100 -3.91099
H -0.51494 -1.09717 -1.68507
H 1.97081 5.05864 -3.32002
H 4.75259 5.62070 -0.75592
H 3.49283 6.67729 -1.34994
H 4.96421 7.98883 -2.72937
H 5.02634 4.87078 -4.88619
H 3.85123 3.89049 0.32458
H 1.60398 -0.01711 0.23621
H 2.35616 3.29363 2.54595
C -5.71703 1.23146 -0.10373
O -6.07536 0.04133 0.62662
P -4.88795 -1.00456 0.99947
O -4.71024 -1.86421 -0.19127
O -5.70418 -1.70235 2.18531
C -6.98878 -2.26370 1.92578
O -3.50903 -1.06760 1.82878
C -2.67155 0.11527 1.86605
H -6.61426 1.83156 -0.22302
H -4.97203 1.81625 0.43682
H -5.32829 0.96603 -1.08863
H -7.04048 -2.68387 0.92066
H -7.76131 -1.50702 2.05887
H -7.15306 -3.05860 2.64977
H -3.19163 0.94080 2.35466
H -2.37947 0.40565 0.85886
H -1.77983 -0.12504 2.43684
C 2.20743 -0.72820 4.06667
O 3.56354 -1.15581 4.30727
P 3.88582 -2.09206 5.59526
O 4.06339 -1.16599 6.72855
O 5.26155 -2.64422 4.98086
C 6.26270 -1.71839 4.56906
O 3.54195 -3.53768 6.23069
C 2.20505 -4.08536 6.10766
H 2.21825 -0.15309 3.14323
H 1.53548 -1.58129 3.94857
H 1.85564 -0.09698 4.88551
H 6.27132 -0.83556 5.20929
H 6.10040 -1.42868 3.53072
H 7.22622 -2.21865 4.64492
H 1.93232 -4.23960 5.06237
H 1.47841 -3.42223 6.58244
H 2.19608 -5.04281 6.61847
C -2.18353 -3.71267 0.47518
O -0.83861 -4.25414 0.52997
P -0.58639 -5.47396 1.57169
O -0.31680 -4.85482 2.88567
O 0.73680 -5.96779 0.80120
C 1.80650 -5.05641 0.57396
O -0.99407 -7.01767 1.85889
C -2.36117 -7.42343 1.63575
H -2.21040 -2.94685 -0.28992
H -2.90875 -4.48217 0.21933
H -2.44945 -3.26966 1.43041
H 1.90160 -4.34482 1.39549
H 1.65469 -4.52772 -0.36745
H 2.72441 -5.63577 0.50272
H -2.63698 -7.30653 0.58656
H -3.04205 -6.84421 2.26321
H -2.44035 -8.47269 1.90328
*
```

Orbital gap ... 7.14 eV
DFT total energy ... -135752.818 eV
E_HOMO ... -8.667 eV
Relative energy (zero: lowest compared OMol25 entry of this formula, charge and spin) ... 0.0 kJ/mol
Largest force on an atom ... 5.70 eV/Å
SMILES ... CCSCc1cccc2c1C(=O)c1cc(CP(=O)(O)O)cc(P(O)(O)=S)c1C2=O.COP(=O)(OC)OC.COP(=O)(OC)OC.COP(=O)(OC)OC
LUMO energy ... -1.53 eV

4.
ORCA calculation (ωB97M-V with the def2-TZVPD basis set) on a molecular structure, C27H46BIMoN5P2 at a distorted geometry.

```
! wB97M-V def2-TZVPD RIJCOSX def2/J DEFGRID3
* xyz 1 3
Mo -1.00024 -0.31534 -0.44262
C 1.70089 1.22098 -1.53506
C 0.85695 2.49495 -1.69541
C 1.68458 3.67770 -1.18461
C 0.58039 2.70395 -3.18498
P -0.77057 2.19132 -0.73090
C -0.22234 2.72032 0.97851
N 0.61704 1.64011 1.42098
B 0.38274 0.29126 1.03551
N 1.44988 -0.46440 1.58131
C 1.66475 -1.86420 1.33621
P 0.26993 -2.47559 0.23037
C 1.24890 -3.53728 -1.01179
C 0.26626 -4.30929 -1.89243
C 2.26245 -4.49916 -0.39231
C 2.03142 -2.53968 -1.87564
C -0.77987 -3.54748 1.38425
C -2.11526 -3.75643 0.66885
C -1.02917 -2.73217 2.65683
C -0.16211 -4.88763 1.77340
C 2.31228 0.39101 2.24062
C 3.51957 0.15800 2.87868
C 4.19612 1.24353 3.40652
C 3.68208 2.53186 3.31068
C 2.47182 2.78122 2.68853
C 1.78811 1.70485 2.14536
C -2.14140 3.41833 -1.17038
C -3.31056 3.04072 -0.25519
C -2.61009 3.19922 -2.60944
C -1.74770 4.87352 -0.93790
H 2.49108 1.20142 -2.28512
H 1.07553 0.31968 -1.66618
H 2.17586 1.18426 -0.55653
H 2.54070 3.81533 -1.84488
H 2.08087 3.49494 -0.18870
H 1.12096 4.60732 -1.17998
H 1.52293 2.70365 -3.73149
H 0.10032 3.66037 -3.36704
H -0.04105 1.91015 -3.59298
H -1.10712 2.82895 1.62330
H 0.31655 3.67258 0.96935
H 1.68756 -2.44367 2.26791
H 2.63397 -1.99710 0.83857
H -0.16518 -5.15151 -1.35755
H 0.78568 -4.70491 -2.76374
H -0.54545 -3.67050 -2.24483
H 1.79881 -5.31223 0.15025
H 2.95676 -3.98953 0.26909
H 2.84277 -4.94402 -1.19849
H 1.37489 -1.92828 -2.49145
H 2.69066 -3.08678 -2.54610
H 2.65516 -1.88072 -1.27347
H -2.62190 -2.79799 0.53916
H -2.76020 -4.40065 1.26088
H -1.98928 -4.21805 -0.30688
H -1.27985 -1.69282 2.42707
H -0.16531 -2.74184 3.31637
H -1.86214 -3.17299 3.20081
H -0.14641 -5.58589 0.94144
H -0.76819 -5.33405 2.55958
H 0.84615 -4.76916 2.16531
H 3.92593 -0.83811 2.96368
H 5.14153 1.08984 3.90360
H 4.24061 3.35231 3.73132
H 2.07315 3.78366 2.63504
H -3.66913 2.03597 -0.48537
H -4.13359 3.73345 -0.42251
H -3.04684 3.08971 0.79900
H -2.74066 2.13653 -2.82205
H -1.92831 3.62236 -3.33904
H -3.57686 3.67972 -2.74879
H -1.43929 5.04422 0.09083
H -2.61368 5.50437 -1.13307
H -0.94951 5.18997 -1.60453
I -3.12510 -1.36633 -2.49064
C -1.05717 -0.68188 -2.61933
H -1.09103 0.14447 -3.33724
H -0.53107 -1.50222 -3.11900
N -2.49811 -0.13748 0.71301
C -3.53499 0.07354 1.26602
N -4.56313 0.51187 1.75249
C -5.62612 0.32871 2.45220
N -6.59862 0.27516 3.06274
*
```

Orbital gap (alpha / beta) ... 6.33 / 6.83 eV
DFT total energy ... -65401.735 eV
E_HOMO (alpha / beta) ... -10.822 / -10.868 eV
Relative energy (zero: lowest compared OMol25 entry of this formula, charge and spin) ... 23.0 kJ/mol
Largest force on an atom ... 2.58 eV/Å
LUMO energy (alpha / beta) ... -4.49 / -4.04 eV

5.
ORCA calculation (ωB97M-V with the def2-TZVPD basis set) on a molecular structure, C27H46BrNNiOP2 at a distorted geometry.

```
! wB97M-V def2-TZVPD RIJCOSX def2/J DEFGRID3
* xyz 2 3
N 5.22281 1.01230 3.82648
C 4.24999 1.90322 3.77028
C 2.93353 1.55294 3.47039
C 2.67445 0.17865 3.21309
C 3.72806 -0.76011 3.29367
C 5.02320 -0.27756 3.55533
C 1.37772 -0.26381 2.80906
Ni -0.75093 -2.27145 -0.28652
P -2.03661 -0.25078 -1.07100
C 1.21707 -1.46714 2.20034
C -0.13699 -1.94338 1.92154
C -0.32055 -3.27815 1.36020
C -1.64140 -3.80842 1.36646
C -2.63166 -2.89573 1.66416
C -2.45823 -1.86416 2.57550
C -1.18203 -1.38010 2.68317
Br -4.39365 -3.05551 0.76814
H 0.56568 0.46258 2.93365
H 2.05979 -2.02664 1.77979
H 2.13633 2.27427 3.30705
H 3.58562 -1.82552 3.04991
H 4.47009 2.96340 3.97969
H 5.85790 -0.99636 3.55422
H 0.54243 -3.93879 1.30367
H -0.96321 -0.60369 3.44107
H -1.88551 -4.80737 1.07165
H -3.30196 -1.46075 3.14405
P 1.33134 -0.43407 -1.15903
C -2.95242 0.64612 0.27856
C -4.45263 0.40070 0.29525
H -2.71405 1.73085 0.23223
H -2.48380 0.29104 1.20561
H -4.93924 0.92924 1.12426
H -4.94563 0.69836 -0.64524
H -4.62882 -0.68199 0.46012
C -2.66555 -1.92609 -1.62672
C -3.84216 -1.92145 -2.59600
H -3.00118 -2.50684 -0.72352
H -1.80479 -2.52405 -2.03676
H -4.19121 -2.95638 -2.72644
H -4.65986 -1.31407 -2.18256
H -3.52790 -1.52632 -3.56848
C -2.12094 0.94774 -2.47344
C -3.48901 1.45210 -2.93730
H -1.58059 0.50605 -3.32836
H -1.51193 1.80435 -2.12520
H -3.38744 2.06775 -3.84313
H -4.16427 0.62621 -3.18868
H -3.97470 2.07527 -2.17891
C 1.78133 1.13524 -2.02782
C 1.01519 1.63011 -3.24663
H 2.83703 0.99208 -2.33570
H 1.79858 1.90968 -1.23344
H 1.70720 2.12979 -3.93114
H 0.54264 0.82316 -3.81109
H 0.25561 2.37200 -2.99181
C 1.42913 -1.58960 -2.64473
C 1.44187 -3.00939 -2.10426
H 2.31712 -1.36312 -3.25610
H 0.53794 -1.40202 -3.25932
H 1.41236 -3.72955 -2.93070
H 2.35042 -3.19708 -1.51447
H 0.55421 -3.20864 -1.43420
C 3.07913 -0.61202 -0.48530
C 3.95474 0.56274 -0.02514
H 3.62481 -1.13661 -1.29677
H 3.00219 -1.32431 0.35910
H 4.87552 0.14728 0.41456
H 4.26968 1.20778 -0.84865
H 3.49492 1.18928 0.73793
C 0.26159 4.96660 0.76000
C -0.16880 3.53934 0.42385
O -0.29916 2.64986 1.53693
H -0.53167 5.53567 1.27180
H 0.45397 5.49113 -0.18800
H 1.20434 4.99427 1.33776
H -1.11920 3.55688 -0.13334
H 0.56550 3.07868 -0.24884
H -0.88338 3.10430 2.16424
*
```

Orbital gap (alpha / beta) ... 7.11 / 5.08 eV
DFT total energy ... -161927.083 eV
E_HOMO (alpha / beta) ... -13.672 / -13.711 eV
Relative energy (zero: lowest compared OMol25 entry of this formula, charge and spin) ... 394.7 kJ/mol
Largest force on an atom ... 2.54 eV/Å
LUMO energy (alpha / beta) ... -6.56 / -8.64 eV